# 1
Here is 2 unconnected molecules or ions with the total composition C5H15N3 from the OMol25 dataset. Energies are from ωB97M-V/def2-TZVPD.

Atoms and positions in Å:
1 C 0.641 -0.037 1.721
2 C -0.056 -1.194 1.644
3 C -0.525 0.737 -1.578
4 C 0.572 -1.440 -1.862
5 C -1.771 1.426 -1.051
6 N -0.624 -0.756 -1.400
7 N 0.090 1.058 2.323
8 N 1.928 0.015 1.264
9 H -1.017 -1.056 -0.512
10 H 0.757 1.770 2.592
11 H 2.443 -0.857 1.344
12 H -0.583 0.851 3.055
13 H 2.459 0.813 1.589
14 H 0.413 -2.127 1.345
15 H -1.085 -1.239 1.984
16 H -0.413 0.947 -2.647
17 H 0.365 1.138 -1.085
18 H 1.476 -1.018 -1.412
19 H 0.522 -2.506 -1.617
20 H 0.681 -1.352 -2.947
21 H -1.720 2.503 -1.246
22 H -1.879 1.284 0.029
23 H -2.675 1.039 -1.532

Results
- Orbital gap: 8.1 eV
- LUMO level: 0.73 eV
- Electronic energy: -9897.68079 eV
- SMILES: C=C(N)N.CCNC

---

# 2
Here is a molecular structure, C16H6AuBrCl5 from the OMol25 dataset. Energies are from ωB97M-V/def2-TZVPD.

Atoms and positions in Å:
1 Au 0.018 1.116 0.281
2 Br -2.820 1.235 0.791
3 C -2.975 -0.620 0.346
4 C -4.242 -1.163 0.422
5 C -4.447 -2.506 0.115
6 C -3.380 -3.285 -0.263
7 C -2.080 -2.752 -0.348
8 C -1.012 -3.583 -0.740
9 C 0.264 -3.092 -0.831
10 C 0.499 -1.747 -0.528
11 C -0.513 -0.901 -0.142
12 C -1.839 -1.372 -0.038
13 H -5.072 -0.542 0.720
14 H -5.439 -2.922 0.177
15 H -3.515 -4.328 -0.506
16 H -1.224 -4.616 -0.966
17 H 1.086 -3.723 -1.130
18 H 1.508 -1.379 -0.606
19 Cl 3.293 0.173 -0.513
20 C 3.073 1.797 -0.063
21 C 1.810 2.272 0.271
22 C 1.722 3.616 0.628
23 Cl 0.196 4.261 1.050
24 C 2.845 4.466 0.654
25 Cl 2.691 6.102 1.096
26 C 4.103 3.956 0.312
27 Cl 5.485 4.962 0.334
28 C 4.222 2.611 -0.050
29 Cl 5.745 1.966 -0.472

Results
- Orbital gap: 4.5 eV
- LUMO level: -7.48 eV
- Total charge: +1
- Electronic energy: -153026.24029 eV

---

# 3
Here is a molecular structure, C15H30IrN3OSe from the OMol25 dataset. Energies are from ωB97M-V/def2-TZVPD.

Atoms and positions in Å:
1 Ir 0.066 0.563 0.015
2 Se 1.774 0.636 1.502
3 C -1.084 5.633 0.734
4 C -0.048 5.120 -0.272
5 C -0.313 5.745 -1.647
6 C 1.357 5.503 0.217
7 C -0.105 3.644 -0.360
8 C -0.122 2.427 -0.411
9 H -0.979 6.713 0.861
10 H -0.943 5.156 1.706
11 H -2.097 5.426 0.388
12 H -0.238 6.834 -1.584
13 H -1.311 5.485 -2.002
14 H 0.413 5.387 -2.377
15 H 1.428 6.585 0.356
16 H 2.111 5.190 -0.505
17 H 1.576 5.009 1.164
18 C 1.615 -3.651 -1.156
19 C 1.894 -3.331 0.317
20 C 0.575 -2.745 0.768
21 O 0.183 -1.923 -0.343
22 C 0.546 -2.617 -1.547
23 H 1.217 -4.662 -1.259
24 H 2.505 -3.574 -1.778
25 H 2.663 -2.562 0.406
26 H 2.195 -4.203 0.898
27 H 0.650 -2.115 1.651
28 H -0.182 -3.524 0.928
29 H 0.904 -1.871 -2.256
30 H -0.341 -3.099 -1.965
31 C -1.676 1.806 2.613
32 N -2.851 1.607 1.763
33 C -3.428 2.872 1.304
34 C -2.857 0.582 0.871
35 N -1.775 -0.085 0.528
36 N -4.075 0.248 0.365
37 C -5.296 0.386 1.142
38 C -4.176 -0.626 -0.789
39 H -1.971 2.476 3.422
40 H -0.839 2.241 2.072
41 H -1.360 0.856 3.037
42 H -2.696 3.411 0.703
43 H -3.695 3.478 2.170
44 H -4.320 2.703 0.706
45 H -1.978 -0.927 0.004
46 H -5.079 0.874 2.087
47 H -5.718 -0.602 1.345
48 H -6.039 0.971 0.597
49 H -4.188 -1.685 -0.509
50 H -3.350 -0.445 -1.473
51 H -5.103 -0.405 -1.316

Results
- Orbital gap: 6.3 eV
- LUMO level: -0.05 eV
- Electronic energy: -90741.54462 eV

---

# 4
Here is a molecular structure, C4H5NO2 from the OMol25 dataset. Energies are from ωB97M-V/def2-TZVPD.

Atoms and positions in Å:
1 O 1.196 0.910 0.495
2 C 0.372 0.072 1.185
3 C 0.014 -1.041 0.295
4 C -1.017 0.038 0.127
5 N -0.569 0.910 -0.966
6 C 0.820 0.535 -0.868
7 O 0.869 -0.886 -0.809
8 H 0.143 0.278 2.219
9 H -0.200 -2.052 0.587
10 H -1.221 0.027 -1.299
11 H -1.943 0.267 0.613
12 H 1.535 0.943 -1.580

Results
- Orbital gap: 9.4 eV
- LUMO level: 0.97 eV
- Electronic energy: -9809.81858 eV

---

# 5
Here is 2 unconnected molecules or ions with the total composition C18H14BCl2N2O6 from the OMol25 dataset. Energies are from ωB97M-V/def2-TZVPD.

Atoms and positions in Å:
1 N 1.455 3.456 2.521
2 C 1.920 2.416 2.799
3 C 2.402 1.124 3.169
4 C 3.544 0.575 2.615
5 C 4.332 1.281 1.658
6 N 5.018 1.895 0.931
7 C 4.083 -0.754 3.002
8 O 5.100 -1.205 2.477
9 C 3.375 -1.441 4.127
10 Cl 4.100 -2.884 4.682
11 C 2.316 -0.848 4.758
12 Cl 1.447 -1.653 5.985
13 C 1.895 0.571 4.466
14 O 1.287 1.272 5.285
15 C -3.992 -1.821 -5.199
16 C -3.542 -0.636 -4.483
17 C -3.798 0.714 -4.652
18 C -3.058 1.384 -3.620
19 C -2.401 0.411 -2.883
20 B -1.448 0.362 -1.595
21 O -0.269 -0.290 -2.183
22 C 0.590 -0.579 -1.125
23 C -0.030 -0.081 0.227
24 C 0.904 -0.350 1.358
25 C -1.427 -0.759 0.421
26 O -2.241 -0.475 -0.681
27 C -0.323 1.472 0.066
28 O -1.159 1.700 -1.049
29 O -2.694 -0.813 -3.419
30 H -4.655 -1.527 -6.013
31 H -3.155 -2.374 -5.637
32 H -4.549 -2.502 -4.548
33 H -4.424 1.166 -5.409
34 H -3.004 2.444 -3.412
35 H 0.771 -1.669 -1.073
36 H 1.557 -0.065 -1.275
37 H 0.502 0.096 2.274
38 H 1.103 -1.416 1.524
39 H 1.869 0.113 1.123
40 H -1.307 -1.850 0.535
41 H -1.894 -0.366 1.342
42 H -0.824 1.869 0.971
43 H 0.620 2.036 -0.057

Results
- Orbital gap: 2.7 eV
- LUMO level: -1.31 eV
- Total charge: -1
- Electronic energy: -59879.86937 eV

---

# 6
Here is C9H13BO2 in the gas phase from the OMol25 dataset. Energies are from ωB97M-V/def2-TZVPD.

Atoms and positions in Å:
1 O 2.565 0.028 -1.228
2 O 1.171 -1.162 -2.668
3 B 1.471 0.035 -2.124
4 C -0.972 0.735 2.485
5 C -1.103 -0.629 2.377
6 C -0.555 1.531 1.502
7 C -0.300 -0.471 0.186
8 C -0.702 -1.241 1.224
9 C -0.257 0.964 0.268
10 C -0.995 -2.709 1.024
11 C 0.444 1.240 -2.170
12 C 0.126 1.908 -0.800
13 H 2.747 0.890 -0.803
14 H 2.063 -1.616 -2.547
15 H -1.554 1.232 3.227
16 H -1.418 -1.222 3.192
17 H -0.515 2.595 1.624
18 H 0.040 -0.855 -0.744
19 H -1.679 -2.739 0.212
20 H -1.483 -3.181 1.877
21 H -0.093 -3.267 0.703
22 H -0.415 0.743 -2.669
23 H 0.919 1.974 -2.891
24 H -0.537 2.778 -0.855
25 H 1.033 2.438 -0.401

Results
- Orbital gap: 9.2 eV
- LUMO level: 0.48 eV
- Electronic energy: -14317.38170 eV
- SMILES: Cc1cccc(CCB(O)O)c1

---

# 7
Here is a molecular structure, C68H122F8N14O20S8 from the OMol25 dataset. Energies are from ωB97M-V/def2-TZVPD.

Atoms and positions in Å:
1 C -9.747 -2.380 -1.710
2 C -8.453 -3.200 -1.802
3 N -7.172 -2.489 -1.599
4 C -7.127 -1.119 -2.238
5 C -6.977 -2.279 -0.098
6 C -6.909 -3.536 0.663
7 C -5.968 -3.282 -2.110
8 C -5.820 -3.499 -3.637
9 O -5.094 -2.475 -4.158
10 C -4.944 -2.521 -5.594
11 H -9.898 -1.773 -2.594
12 H -9.784 -1.808 -0.784
13 H -10.535 -3.124 -1.763
14 H -8.334 -3.529 -2.825
15 H -8.457 -4.026 -1.095
16 H -7.901 -0.474 -1.818
17 H -7.296 -1.284 -3.344
18 H -6.118 -0.785 -1.986
19 H -7.774 -1.645 0.265
20 H -6.086 -1.671 0.057
21 H -6.961 -3.253 1.683
22 H -5.885 -3.919 0.582
23 H -7.669 -4.336 0.491
24 H -6.090 -4.271 -1.662
25 H -5.041 -2.834 -1.765
26 H -6.763 -3.709 -4.260
27 H -5.241 -4.442 -3.740
28 H -4.370 -3.408 -5.896
29 H -4.469 -1.561 -5.919
30 H -5.951 -2.534 -6.050
31 C 2.671 -1.950 4.295
32 C 2.398 -3.409 4.263
33 N 1.138 -3.813 3.511
34 C 1.244 -3.187 2.153
35 C 1.038 -5.299 3.316
36 C 1.242 -6.131 4.564
37 C -0.074 -3.322 4.227
38 C -1.443 -3.618 3.647
39 O -1.675 -4.952 4.102
40 C -2.915 -5.504 3.642
41 H 2.900 -1.515 3.335
42 H 3.411 -1.717 5.087
43 H 1.775 -1.469 4.699
44 H 2.393 -3.834 5.264
45 H 3.221 -3.907 3.728
46 H 2.252 -3.408 1.795
47 H 1.078 -2.084 2.223
48 H 0.530 -3.691 1.524
49 H 1.795 -5.578 2.569
50 H -0.014 -5.498 2.939
51 H 2.121 -6.099 5.141
52 H 1.125 -7.164 4.162
53 H 0.378 -5.933 5.253
54 H 0.008 -2.243 4.198
55 H -0.133 -3.707 5.244
56 H -1.617 -3.503 2.549
57 H -2.154 -2.970 4.143
58 H -3.777 -4.862 3.931
59 H -3.118 -6.516 3.980
60 H -2.831 -5.619 2.540
61 C 2.823 4.922 2.819
62 C 3.397 3.556 3.115
63 N 4.431 3.060 2.205
64 C 4.730 1.602 2.523
65 C 3.824 3.016 0.832
66 C 4.643 2.359 -0.199
67 C 5.675 3.795 2.237
68 C 6.096 4.279 3.550
69 O 6.222 3.230 4.432
70 C 7.018 3.532 5.592
71 H 2.432 5.378 3.725
72 H 2.043 4.932 2.048
73 H 3.555 5.593 2.390
74 H 2.600 2.803 3.124
75 H 3.850 3.517 4.113
76 H 5.120 1.543 3.546
77 H 5.448 1.190 1.805
78 H 3.764 1.078 2.368
79 H 3.637 4.052 0.520
80 H 2.835 2.501 0.957
81 H 5.672 2.710 -0.288
82 H 4.123 2.562 -1.115
83 H 4.743 1.280 -0.080
84 H 5.627 4.672 1.588
85 H 6.400 3.104 1.843
86 H 5.472 5.146 3.872
87 H 7.076 4.725 3.421
88 H 7.084 2.656 6.195
89 H 6.562 4.378 6.104
90 H 8.067 3.774 5.297
91 C -1.472 1.282 5.666
92 C -2.257 0.380 6.524
93 N -2.276 0.690 8.024
94 C -2.611 2.087 8.335
95 C -3.289 -0.196 8.653
96 C -4.593 -0.248 7.920
97 C -0.920 0.364 8.576
98 C -0.698 0.024 10.088
99 O -1.055 -1.315 10.407
100 C -1.084 -1.622 11.784
101 H -1.887 2.274 5.596
102 H -1.783 1.039 4.677
103 H -0.409 1.375 5.872
104 H -1.855 -0.623 6.331
105 H -3.254 0.441 6.183
106 H -1.867 2.709 7.858
107 H -2.633 2.189 9.395
108 H -3.593 2.299 7.874
109 H -3.491 0.210 9.633
110 H -2.832 -1.189 8.712
111 H -5.240 -0.681 8.693
112 H -4.723 -0.919 7.074
113 H -4.986 0.716 7.621
114 H -0.246 1.246 8.408
115 H -0.434 -0.447 8.017
116 H -1.205 0.671 10.795
117 H 0.388 0.197 10.203
118 H -1.568 -0.813 12.358
119 H -0.070 -1.808 12.151
120 H -1.761 -2.474 11.875
121 C -0.874 9.399 -6.255
122 N -1.417 8.816 -4.978
123 C -2.727 8.610 -4.801
124 C -3.239 7.844 -3.786
125 C -2.315 7.382 -2.814
126 C -0.941 7.735 -2.903
127 C -0.531 8.458 -4.019
128 C -2.874 6.516 -1.774
129 C -4.172 6.697 -1.299
130 C -4.655 5.774 -0.371
131 N -3.893 4.805 0.102
132 C -2.607 4.686 -0.263
133 C -2.083 5.522 -1.203
134 C -4.360 3.940 1.243
135 H 0.129 9.732 -5.973
136 H -1.468 10.245 -6.542
137 H -0.867 8.632 -7.019
138 H -3.338 8.945 -5.609
139 H -4.288 7.640 -3.748
140 H -0.238 7.510 -2.145
141 H 0.516 8.669 -4.232
142 H -4.871 7.413 -1.741
143 H -5.659 5.875 0.076
144 H -2.043 3.868 0.113
145 H -1.047 5.461 -1.498
146 H -4.254 4.518 2.132
147 H -3.668 3.123 1.303
148 H -5.401 3.635 1.065
149 C 8.048 1.627 -7.649
150 N 6.685 1.552 -6.962
151 C 6.526 1.492 -5.625
152 C 5.240 1.314 -5.149
153 C 4.125 1.269 -5.950
154 C 4.350 1.302 -7.320
155 C 5.622 1.418 -7.816
156 C 2.738 1.037 -5.390
157 C 2.477 0.782 -4.089
158 C 1.234 0.606 -3.558
159 N 0.164 0.688 -4.360
160 C 0.314 0.845 -5.715
161 C 1.593 1.047 -6.203
162 C -1.247 0.489 -3.881
163 H 8.504 2.586 -7.488
164 H 7.881 1.442 -8.707
165 H 8.713 0.945 -7.128
166 H 7.416 1.555 -5.010
167 H 5.162 1.298 -4.063
168 H 3.587 1.277 -8.073
169 H 5.754 1.542 -8.922
170 H 3.229 0.667 -3.355
171 H 1.106 0.445 -2.495
172 H -0.597 0.895 -6.311
173 H 1.744 1.380 -7.238
174 H -1.906 0.975 -4.590
175 H -1.318 0.936 -2.937
176 H -1.573 -0.565 -3.792
177 C 0.069 -4.085 -4.303
178 N 1.445 -4.449 -4.483
179 C 1.995 -4.538 -5.709
180 C 3.335 -4.910 -5.901
181 C 4.156 -5.068 -4.759
182 C 3.555 -4.974 -3.508
183 C 2.202 -4.697 -3.411
184 C 5.581 -5.467 -4.821
185 C 6.108 -6.292 -5.782
186 C 7.451 -6.549 -5.911
187 N 8.283 -6.028 -5.018
188 C 7.852 -5.229 -4.040
189 C 6.511 -4.911 -3.946
190 C 9.762 -6.407 -5.137
191 H 0.017 -3.065 -3.951
192 H -0.444 -4.753 -3.645
193 H -0.441 -4.076 -5.231
194 H 1.314 -4.365 -6.489
195 H 3.777 -5.033 -6.880
196 H 4.122 -5.172 -2.600
197 H 1.653 -4.601 -2.484
198 H 5.561 -6.810 -6.550
199 H 7.870 -7.184 -6.658
200 H 8.576 -4.794 -3.409
201 H 6.171 -4.223 -3.181
202 H 10.344 -5.943 -4.364
203 H 10.113 -6.113 -6.131
204 H 9.779 -7.481 -4.994
205 N -4.674 -0.104 3.067
206 S -5.154 1.290 3.836
207 O -4.960 2.633 3.186
208 O -4.711 1.362 5.263
209 F -6.645 1.083 3.881
210 S -3.743 -0.161 1.904
211 O -2.380 0.184 2.138
212 O -4.215 -0.006 0.606
213 F -3.695 -1.844 1.978
214 N -0.612 -0.056 -0.714
215 S -0.683 -1.603 -0.731
216 O -1.196 -2.189 0.452
217 O 0.353 -2.201 -1.598
218 F -1.992 -1.685 -1.820
219 S -0.104 0.849 0.341
220 O 0.328 0.118 1.456
221 O -0.698 2.182 0.374
222 F 1.470 1.432 -0.354
223 N 5.390 -2.294 -1.516
224 S 6.508 -1.248 -1.553
225 O 7.815 -1.806 -1.864
226 O 6.383 -0.311 -0.419
227 F 5.987 -0.441 -2.739
228 S 4.041 -2.056 -0.789
229 O 4.123 -1.522 0.524
230 O 3.182 -3.121 -1.131
231 F 3.503 -0.834 -1.641
232 N -4.807 4.122 -3.704
233 S -6.205 4.734 -3.722
234 O -7.163 4.261 -4.637
235 O -5.920 6.151 -3.588
236 F -6.768 4.244 -2.318
237 S -4.490 2.501 -3.879
238 O -3.805 2.277 -5.186
239 O -5.631 1.704 -3.507
240 F -3.325 2.137 -2.746

Results
- Orbital gap: 5.5 eV
- LUMO level: -12.39 eV
- Total charge: +6
- Electronic energy: -242664.44204 eV

---

# 8
Here is C10H15NO2S2 in the gas phase from the OMol25 dataset. Energies are from ωB97M-V/def2-TZVPD.

Atoms and positions in Å:
1 C 1.174 -1.463 2.406
2 C 1.473 -0.882 3.566
3 C 0.221 -0.953 1.466
4 C -0.332 0.275 1.642
5 C -1.361 0.791 -2.287
6 C 0.682 0.323 3.876
7 C 0.358 1.128 2.613
8 C -0.213 -1.813 0.355
9 C 1.181 -0.083 -3.995
10 C -1.136 0.940 0.659
11 N -2.603 0.734 -2.213
12 O -0.367 2.079 -4.776
13 O -1.309 -0.163 -4.907
14 S -0.216 1.109 -0.947
15 S -0.485 0.751 -4.200
16 H 1.825 -2.153 1.958
17 H 2.042 -1.444 4.282
18 H -0.235 -0.069 4.339
19 H 1.216 1.074 4.414
20 H 1.236 1.621 2.148
21 H -0.197 2.047 2.839
22 H -0.029 -1.313 -0.551
23 H -1.283 -2.048 0.416
24 H 0.237 -2.778 0.469
25 H 0.987 -0.945 -3.367
26 H 1.591 -0.332 -4.966
27 H 2.016 0.595 -3.418
28 H -1.244 1.955 0.884
29 H -2.187 0.573 0.328
30 H -3.040 0.444 -3.035

Results
- Orbital gap: 8.5 eV
- LUMO level: 0.23 eV
- Electronic energy: -37865.02736 eV
- SMILES: [H]/N=C(/SCC1=C(C)C=CCC1)S(C)(=O)=O

---

# 9
Here is C2H2ClNO4 in the gas phase from the OMol25 dataset. Energies are from ωB97M-V/def2-TZVPD.

Atoms and positions in Å:
1 C 0.292 0.261 0.372
2 C 0.983 -0.960 0.935
3 N -1.482 1.000 -1.158
4 O 0.775 1.356 0.336
5 O -0.919 -0.021 -0.129
6 O -0.813 1.068 -2.101
7 O -2.477 1.484 -0.819
8 Cl 1.378 -2.010 -0.457
9 H 1.917 -0.657 1.407
10 H 0.346 -1.523 1.614

Results
- Orbital gap: 10.9 eV
- LUMO level: -0.11 eV
- Electronic energy: -24304.74809 eV
- SMILES: O=C(CCl)O[N+](=O)[O-]